Entry 1:
Formula: C4H7O3Sm
Source: the OMol25 dataset
Level of theory: ωB97M-V/def2-TZVPD

ORCA input file:
```
! wB97M-V def2-TZVPD RIJCOSX def2/J DEFGRID3
* xyz 0 8
H 2.9080 0.9363 -1.0291
O -0.0062 -1.1505 0.4239
C -0.7053 -0.0412 0.3058
O -0.2380 1.0879 0.2736
O -1.9709 -0.3239 0.2065
C -2.8850 0.7534 -0.0346
H -2.8310 1.4792 0.7844
H -2.6452 1.2379 -0.9878
H -3.8739 0.2909 -0.0755
C 1.3881 -1.0821 0.5361
H 1.7304 -0.9399 1.5615
C 2.1692 -1.3793 -0.5129
H 1.7348 -1.6859 -1.4662
H 3.2433 -1.4678 -0.3478
Sm 1.9815 2.2848 0.3621
*
```

Highest occupied orbital energy (alpha / beta), hartree: -0.1590 / -0.2645
Electronic energy, hartree: -1040.1278
Frontier orbital gap (alpha / beta), hartree: 0.175 / 0.275

Entry 2:
Formula: C41H58AuN7O3PS3Si
Source: the OMol25 dataset
Level of theory: ωB97M-V/def2-TZVPD

ORCA input file:
```
! wB97M-V def2-TZVPD RIJCOSX def2/J DEFGRID3
* xyz 1 3
Au -0.8588 1.9432 1.5042
C -3.0967 5.5494 -3.5699
C -2.5649 4.2408 -3.8573
C -2.4998 3.2775 -2.8715
C -2.9161 3.6370 -1.6228
C -3.3548 4.9385 -1.2818
C -3.4254 5.9052 -2.2428
N -2.8521 2.6906 -0.6118
N -3.6969 2.9557 0.3251
C -3.8741 1.9954 1.3066
C -5.2055 1.6592 1.7084
C -5.3624 0.6030 2.5492
C -4.2366 -0.1310 3.0565
C -2.9666 0.3058 2.6909
N -2.8014 1.3104 1.8542
H -3.1139 6.2873 -4.4122
H -2.1837 3.9975 -4.8631
H -2.0446 2.3260 -3.0993
H -3.6437 5.1152 -0.2520
H -3.7918 6.8982 -1.9604
H -6.0547 2.1837 1.2806
H -6.3805 0.3093 2.8579
H -4.2966 -0.9593 3.7255
H -2.0068 -0.1271 3.0326
S 1.3272 -3.2634 -1.9230
P 0.9982 -4.0196 -0.1349
S 0.2516 -2.9125 1.3959
C 2.5233 -4.8035 0.5043
C 3.1129 -5.7996 -0.2850
C 4.2844 -6.4049 0.1154
C 4.9743 -5.9332 1.2316
C 4.4014 -4.9458 2.0170
C 3.1544 -4.3861 1.6839
C -0.0302 -5.4876 -0.5051
C 0.1797 -6.7572 0.0601
C -0.5383 -7.8155 -0.4589
C -1.4110 -7.7108 -1.5108
C -1.7173 -6.4507 -1.9976
C -0.9977 -5.3462 -1.5407
H 2.6055 -6.1223 -1.2135
H 4.7455 -7.1902 -0.4529
H 6.0073 -6.2180 1.3731
H 4.9544 -4.6209 2.9018
H 2.7001 -3.5703 2.2998
H 0.8690 -6.9399 0.8738
H -0.4157 -8.7792 -0.0096
H -1.9763 -8.5607 -1.8305
H -2.4882 -6.2966 -2.7259
H -1.1367 -4.3776 -2.0286
C -2.7995 -2.1447 -3.3867
N -3.5473 -3.2989 -3.9505
C -3.9965 -2.8928 -5.2955
N -4.8603 -1.6918 -5.3039
C -4.0442 -0.5518 -4.6381
N -3.6146 -0.8590 -3.3113
C -4.8132 -1.1698 -2.4810
N -5.7092 -2.3014 -3.0485
C -4.7920 -3.5010 -3.1376
C -6.0292 -1.9638 -4.4550
H -1.9567 -1.9819 -4.0496
H -2.4182 -2.3753 -2.3693
H -4.6707 -3.6540 -5.6594
H -3.1221 -2.6321 -5.9349
H -4.6632 0.3844 -4.5652
H -3.2126 -0.3624 -5.2959
H -5.4327 -0.2648 -2.4454
H -4.4694 -1.4437 -1.4893
H -5.3394 -4.3049 -3.5937
H -4.5214 -3.8337 -2.1460
H -6.7416 -1.0936 -4.5210
H -6.5406 -2.8160 -4.9413
C 3.4504 1.9223 5.1072
C 2.1400 1.6722 4.4306
C 1.9155 0.2791 3.8624
C 0.9471 2.1551 5.1920
O 2.1579 2.5207 3.2549
Si 2.7093 2.5901 1.7523
S 1.1564 2.0214 0.3644
O 3.2737 4.0615 1.3396
C 2.7397 5.4350 1.3839
C 2.5340 5.8340 -0.0874
C 1.3856 5.4815 2.0969
C 3.8087 6.2181 2.0855
O 3.9468 1.5072 1.6471
C 5.0229 1.2501 0.6886
C 5.9438 0.2167 1.3113
C 5.8360 2.4808 0.4992
C 4.3189 0.7748 -0.5793
H 3.6114 1.2734 6.0076
H 3.5035 2.9916 5.3996
H 4.2616 1.7322 4.3833
H 2.0128 -0.5471 4.6054
H 2.6526 0.0225 3.0620
H 0.8726 0.2313 3.4539
H 0.7645 1.5369 6.0775
H 0.0492 2.1685 4.5661
H 1.1182 3.1633 5.5490
H 1.8325 5.1069 -0.5575
H 3.4792 5.6987 -0.6632
H 2.1025 6.8367 -0.0888
H 0.7543 4.7123 1.6507
H 0.9024 6.4909 2.0222
H 1.5029 5.2592 3.1565
H 4.7201 6.1776 1.5004
H 4.0854 5.7681 3.0443
H 3.4977 7.2573 2.1941
H 6.1788 0.5513 2.3255
H 6.8833 0.0438 0.7888
H 5.4409 -0.7691 1.3218
H 6.5677 2.6099 1.3862
H 5.1784 3.3836 0.4779
H 6.4903 2.4261 -0.3930
H 3.5602 -0.0074 -0.3278
H 5.0673 0.3897 -1.2898
H 3.7681 1.6251 -1.0690
*
```

Relative energy (zero: lowest compared OMol25 entry of this formula, charge and spin), eV: 0.8253
Highest occupied orbital energy (alpha / beta), hartree: -0.3849 / -0.3849
Electronic energy, hartree: -4167.0511
Frontier orbital gap (alpha / beta), hartree: 0.246 / 0.170

Question: Look up the electronic energy of the second one.
Answer: -4167.0511 hartree

Question: Look up the electronic energy of the first one.
Answer: -1040.1278 hartree